1.
Molecular formula: C16H16N4O5S2
Method: DFT, ωB97M-V with the def2-TZVPD basis set

The geometry in ORCA input format:
```
! wB97M-V def2-TZVPD RIJCOSX def2/J DEFGRID3
* xyz 0 1
C -0.830 -4.319 -0.237
O -1.620 -3.640 -1.196
C -1.979 -2.364 -0.948
C -2.863 -1.774 -1.856
C -3.316 -0.482 -1.685
C -2.895 0.273 -0.591
O -3.281 1.554 -0.325
C -4.316 2.116 -1.106
C -1.998 -0.312 0.295
S -1.452 0.587 1.748
O -2.534 0.757 2.661
O -0.260 -0.073 2.217
N -1.009 2.124 1.230
C 0.055 2.171 0.321
C -0.084 2.607 -0.994
C 0.984 2.552 -1.867
C 2.204 2.004 -1.470
O 3.202 1.895 -2.366
C 2.331 1.579 -0.146
S 3.839 0.748 0.370
C 3.190 -0.875 0.354
N 3.822 -1.906 -0.167
C 2.963 -2.922 0.018
N 1.845 -2.573 0.612
N 1.990 -1.260 0.841
C 1.291 1.711 0.752
C -1.544 -1.605 0.136
H -1.355 -4.391 0.719
H 0.138 -3.832 -0.084
H -0.680 -5.317 -0.645
H -3.195 -2.359 -2.699
H -4.003 -0.071 -2.406
H -5.219 1.500 -1.072
H -4.526 3.086 -0.660
H -4.003 2.253 -2.146
H -1.836 2.630 0.945
H -1.034 2.996 -1.329
H 0.889 2.894 -2.884
H 3.964 1.464 -1.945
H 3.167 -3.923 -0.301
H 1.260 -0.746 1.335
H 1.420 1.434 1.785
H -0.860 -1.995 0.871
*
```

Output
energy relative to the best compared isomer or geometry (same formula, charge and spin)	40.7	kcal per mole
molecular weight	408.46	u
frontier orbital gap	0.3298	Eh
HOMO level	-8.57	eV
SMILES string	COc1ccc(OC)c(S(=O)(=O)Nc2ccc(O)c(Sc3ncn[nH]3)c2)c1

Here are the natural (NBO) charges for atoms 1 to 2, given in e: -0.2737, -0.4868



2.
Molecular formula: C16H16N5O2SZr
Method: DFT, ωB97M-V with the def2-TZVPD basis set

The geometry in ORCA input format:
```
! wB97M-V def2-TZVPD RIJCOSX def2/J DEFGRID3
* xyz 3 1
Zr -0.561 0.212 -0.216
O -0.667 4.566 -0.767
C 0.477 4.756 -1.484
C 0.854 6.028 -1.875
C 2.019 6.217 -2.595
C 2.840 5.139 -2.940
C 2.473 3.877 -2.567
C 1.280 3.651 -1.832
C 0.930 2.305 -1.525
O -0.163 2.003 -0.732
N 1.619 1.289 -1.983
N 1.065 0.112 -1.569
C 1.501 -1.042 -1.951
C 0.733 -2.205 -1.496
C 1.051 -3.488 -1.845
C 0.228 -4.529 -1.405
C -0.887 -4.241 -0.635
C -1.152 -2.925 -0.322
N -0.367 -1.913 -0.739
H -1.154 5.402 -0.752
H 0.231 6.878 -1.614
H 2.297 7.220 -2.891
H 3.752 5.304 -3.497
H 3.088 3.029 -2.829
H 2.355 -1.132 -2.614
H 1.925 -3.683 -2.454
H 0.459 -5.553 -1.671
H -1.549 -5.020 -0.283
H -2.021 -2.669 0.273
S 0.901 0.269 1.875
C -0.322 1.403 2.220
N -0.282 2.569 2.753
C -1.530 3.357 2.603
C -2.504 2.320 2.012
N -1.628 1.113 1.720
H 0.572 2.961 3.141
H -1.329 4.168 1.908
H -1.849 3.763 3.559
H -2.981 2.669 1.105
H -3.264 2.014 2.723
H -1.970 0.302 2.241
*
```

Output
molecular weight	433.63	u
frontier orbital gap	0.1815	Eh
HOMO level	-16.76	eV

Here are the natural (NBO) charges for atoms 1 to 2, given in e: 2.3158, -0.6940



3.
Molecular formula: C16H16N6O4
Method: DFT, ωB97M-V with the def2-TZVPD basis set

The geometry in ORCA input format:
```
! wB97M-V def2-TZVPD RIJCOSX def2/J DEFGRID3
* xyz 0 1
O -6.358 3.289 -0.131
C -7.003 2.250 -0.302
O -8.383 2.289 -0.177
C -6.315 0.946 -0.645
C -6.680 -0.293 -1.250
N -5.647 -1.056 -1.488
N -4.582 -0.491 -0.936
C -3.269 -0.945 -0.845
N -2.245 -0.429 -0.196
C -1.103 -1.129 -0.502
C 0.250 -0.925 -0.087
C 1.260 -1.512 -0.844
C 2.677 -1.135 -0.553
O 3.523 -1.916 -0.982
N 3.059 -0.077 0.341
N 4.336 0.119 0.767
C 4.884 -0.372 2.043
C 4.910 0.707 3.110
O 5.560 1.851 2.635
C 4.940 2.348 1.449
C 5.053 1.321 0.256
C 0.899 -2.388 -1.843
C -0.374 -2.679 -2.212
C -1.408 -2.073 -1.479
N -2.770 -1.999 -1.680
C -4.932 0.799 -0.378
H -8.517 3.270 -0.016
H -7.723 -0.496 -1.587
H 0.323 -0.206 0.667
H 2.373 0.449 0.803
H 4.278 -1.233 2.339
H 5.870 -0.715 1.809
H 3.940 0.750 3.539
H 5.647 0.312 3.800
H 3.769 2.506 1.617
H 5.388 3.323 1.101
H 6.106 1.083 0.027
H 4.580 1.792 -0.517
H 1.713 -2.969 -2.433
H -0.441 -3.363 -2.963
H -3.340 -2.492 -2.256
H -4.248 1.491 -0.002
*
```

Output
energy relative to the best compared isomer or geometry (same formula, charge and spin)	49.5	kcal per mole
molecular weight	356.34	u
frontier orbital gap	0.2973	Eh
HOMO level	-8.26	eV
SMILES string	O=C(O)c1cnn(-c2nc3cc(C(=O)NN4CCOCC4)ccc3[nH]2)c1

Here are the natural (NBO) charges for atoms 1 to 2, given in e: -0.5934, 0.7802



4.
Molecular formula: C16H16N6O4
Method: DFT, ωB97M-V with the def2-TZVPD basis set

The geometry in ORCA input format:
```
! wB97M-V def2-TZVPD RIJCOSX def2/J DEFGRID3
* xyz 0 1
C -3.978 -2.454 1.988
C -4.482 -1.082 1.553
C -4.791 -0.999 0.057
C -3.563 -1.224 -0.830
N -2.557 -0.242 -0.565
N -1.492 -0.472 0.148
N -0.826 0.628 0.226
C -1.525 1.539 -0.474
N -1.229 2.862 -0.650
C -0.132 3.601 -0.266
O -0.214 4.811 -0.218
C 1.116 2.892 0.020
C 2.198 3.346 0.742
C 3.158 2.327 0.691
C 2.609 1.315 -0.069
C 3.125 0.049 -0.559
C 2.571 -0.484 -1.728
C 3.065 -1.638 -2.300
C 4.151 -2.291 -1.735
C 4.708 -1.796 -0.572
C 4.188 -0.654 0.025
N 4.758 -0.293 1.301
O 4.007 0.067 2.178
O 5.957 -0.422 1.422
O 1.382 1.677 -0.487
N -2.636 1.006 -0.983
H -2.984 -2.647 1.595
H -4.653 -3.236 1.646
H -3.922 -2.501 3.072
H -3.740 -0.328 1.820
H -5.398 -0.846 2.099
H -5.206 -0.015 -0.171
H -5.537 -1.751 -0.204
H -3.847 -1.145 -1.882
H -3.113 -2.198 -0.638
H -2.012 3.419 -0.972
H 2.269 4.289 1.244
H 4.126 2.352 1.148
H 1.745 0.038 -2.184
H 2.612 -2.025 -3.200
H 4.553 -3.182 -2.190
H 5.540 -2.294 -0.096
*
```

Output
energy relative to the best compared isomer or geometry (same formula, charge and spin)	67.2	kcal per mole
molecular weight	356.34	u
frontier orbital gap	0.2924	Eh
HOMO level	-8.51	eV
SMILES string	CCCCn1nnc(NC(=O)c2ccc(-c3ccccc3[N+](=O)[O-])o2)n1

Here are the natural (NBO) charges for atoms 1 to 2, given in e: -0.6143, -0.4011



5.
Molecular formula: C16H16O6S2
Method: DFT, ωB97M-V with the def2-TZVPD basis set

The geometry in ORCA input format:
```
! wB97M-V def2-TZVPD RIJCOSX def2/J DEFGRID3
* xyz 0 1
C 2.359 0.339 -2.565
O 1.248 0.844 -1.847
C 0.235 0.081 -1.431
C -0.975 0.247 -2.275
C -1.863 -0.853 -2.433
C -3.106 -0.641 -3.049
C -3.443 0.642 -3.553
C -2.488 1.687 -3.504
C -1.170 1.424 -3.037
H 2.907 1.236 -2.879
H 2.961 -0.297 -1.901
H 2.045 -0.249 -3.447
H 0.415 -0.959 -1.110
H -1.534 -1.838 -2.100
H -3.785 -1.483 -3.221
H -4.415 0.834 -4.012
H -2.720 2.677 -3.942
H -0.379 2.129 -3.284
C -0.926 2.576 0.079
O 0.384 1.898 0.535
C 0.555 0.567 0.526
S 2.184 0.113 1.271
O 2.916 -0.728 0.340
O 2.733 1.355 1.766
C 1.677 -0.859 2.699
C 0.325 -1.152 2.759
C -0.143 -1.967 3.800
C 0.717 -2.361 4.823
C 2.056 -1.997 4.788
C 2.552 -1.261 3.714
S -0.628 -0.488 1.344
O -1.671 0.413 1.815
O -0.953 -1.620 0.482
H -1.150 3.265 0.946
H -0.705 3.089 -0.857
H -1.698 1.800 0.012
H -1.174 -2.294 3.802
H 0.339 -2.926 5.673
H 2.719 -2.256 5.614
H 3.598 -0.986 3.661
*
```

Output
molecular weight	368.43	u
frontier orbital gap	0.2969	Eh
HOMO level	-8.32	eV

Here are the natural (NBO) charges for atoms 1 to 2, given in e: -0.2472, -0.5692



6.
Molecular formula: C16H17AsBrMnN2O5S
Method: DFT, ωB97M-V with the def2-TZVPD basis set

The geometry in ORCA input format:
```
! wB97M-V def2-TZVPD RIJCOSX def2/J DEFGRID3
* xyz 1 6
Mn -0.385 -0.747 -0.483
O -0.170 -2.415 0.852
C 0.203 -2.363 2.033
C 0.635 -1.203 2.755
C 1.021 -1.413 4.092
C 1.448 -0.357 4.842
C 1.512 0.937 4.312
C 1.136 1.164 3.015
C 0.684 0.108 2.190
O 0.340 0.362 0.967
N 1.850 -0.583 6.238
O 1.755 -1.714 6.672
O 2.283 0.368 6.854
H 0.210 -3.302 2.604
H 0.982 -2.402 4.530
H 1.861 1.743 4.942
H 1.180 2.157 2.589
C -2.055 3.717 -3.377
As -2.400 2.185 -2.282
C -2.825 2.823 -0.512
C -3.974 1.330 -2.995
S -0.688 0.945 -2.317
H -2.935 4.357 -3.405
H -1.806 3.375 -4.379
H -1.210 4.256 -2.955
H -3.901 2.813 -0.353
H -2.451 3.840 -0.411
H -2.326 2.193 0.220
H -4.862 1.693 -2.483
H -3.884 0.255 -2.876
H -4.043 1.564 -4.055
O -3.678 -1.501 -0.638
C -2.573 -1.394 -0.525
Br 5.277 -0.707 -1.515
C 3.632 -1.488 -1.958
C 3.549 -2.502 -2.899
C 2.304 -3.039 -3.185
C 1.195 -2.547 -2.525
N 1.280 -1.570 -1.617
C 2.478 -1.046 -1.336
H 4.440 -2.860 -3.395
H 2.195 -3.832 -3.911
H 0.208 -2.945 -2.725
H 2.506 -0.257 -0.595
*
```

Output
molecular weight	559.15	u
frontier orbital gap (spin up / spin down)	0.3056 / 0.2902	Eh
HOMO level (spin up / spin down)	-11.27 / -11.40	eV
<S²>	8.76

Here are the natural (NBO) charges for atoms 1 to 2, given in e: 1.4301, -0.6944



7.
Molecular formula: C16H17BCl4NO5SiV
Method: DFT, ωB97M-V with the def2-TZVPD basis set

The geometry in ORCA input format:
```
! wB97M-V def2-TZVPD RIJCOSX def2/J DEFGRID3
* xyz -1 2
V -0.904 0.671 -0.533
O -1.286 0.679 1.668
C -2.159 0.181 0.889
O -2.662 0.964 -0.086
C -2.643 -1.268 0.985
C -3.489 -1.567 -0.258
C -4.005 -3.019 -0.236
C -2.766 -3.800 -0.747
C -1.718 -2.688 -0.724
O -2.458 -1.582 -1.263
C -1.462 -2.281 0.751
C -0.029 -1.789 0.928
O 0.707 -2.406 1.676
O 0.361 -0.790 0.156
H -3.154 -1.432 1.933
H -4.225 -0.811 -0.491
H -4.299 -3.316 0.773
H -4.865 -3.140 -0.894
H -2.494 -4.657 -0.130
H -2.913 -4.134 -1.774
H -0.825 -2.867 -1.312
H -1.548 -3.148 1.397
Cl 2.088 0.385 2.685
Si 2.398 0.630 0.700
Cl 4.053 1.916 0.693
Cl 0.974 1.994 -0.040
Cl 3.135 0.943 -2.932
C 4.451 0.032 -2.298
C 5.632 0.020 -3.025
C 6.714 -0.724 -2.582
C 6.613 -1.431 -1.395
C 5.428 -1.399 -0.676
C 4.307 -0.688 -1.110
C 3.023 -0.825 -0.314
H 5.687 0.592 -3.944
H 7.621 -0.763 -3.174
H 7.450 -2.019 -1.037
H 5.354 -1.952 0.255
H 3.170 -1.620 0.423
H 2.203 -1.141 -0.958
B -0.666 -0.267 -4.988
C -0.646 0.154 -3.478
N -0.603 0.485 -2.369
H -1.377 0.536 -5.566
H 0.487 -0.191 -5.373
H -1.103 -1.399 -5.072
*
```

Output
energy relative to the best compared isomer or geometry (same formula, charge and spin)	9.1	kcal per mole
molecular weight	534.97	u
frontier orbital gap (spin up / spin down)	0.2775 / 0.2552	Eh
HOMO level (spin up / spin down)	-4.86 / -4.25	eV
<S²>	0.77

Here are the natural (NBO) charges for atoms 1 to 2, given in e: 1.0805, -0.6583



8.
Molecular formula: C16H17BINO2S
Method: DFT, ωB97M-V with the def2-TZVPD basis set

The geometry in ORCA input format:
```
! wB97M-V def2-TZVPD RIJCOSX def2/J DEFGRID3
* xyz 0 1
C 1.170 -4.630 0.782
O 0.762 -4.953 -0.600
B -0.553 -4.370 -0.712
O -1.707 -5.226 -0.405
C -0.880 -2.840 -1.125
C -2.111 -2.637 -2.087
C -2.466 -1.183 -2.479
C -1.658 0.036 -1.969
C -0.409 -0.124 -1.017
C -0.071 -1.590 -0.621
N 0.318 1.077 -0.586
C 1.553 0.787 0.181
C 2.627 2.010 0.128
C 3.881 1.571 1.071
I 3.427 2.238 -1.888
C -0.542 2.086 0.048
C -0.319 2.709 1.460
C -1.287 3.815 2.012
C -2.521 4.346 1.229
C -2.765 3.701 -0.178
C -1.814 2.618 -0.720
S -2.089 1.807 -2.383
H 1.132 -5.572 1.450
H 0.452 -3.857 1.235
H 2.251 -4.235 0.745
H -1.992 -4.896 0.484
H -2.695 -3.558 -2.414
H -3.379 -0.994 -3.152
H 0.828 -1.778 0.057
H 1.308 0.521 1.281
H 2.147 -0.122 -0.214
H 2.226 2.974 0.583
H 4.358 0.598 0.713
H 4.655 2.405 0.958
H 3.596 1.480 2.174
H 0.564 2.365 2.086
H -1.098 4.266 3.042
H -3.234 5.143 1.652
H -3.666 4.014 -0.820
*
```

Output
molecular weight	425.10	u
frontier orbital gap	0.2871	Eh
HOMO level	-7.98	eV
SMILES string	COB(O)c1ccc2c(c1)N(C[C@@H](C)I)c1ccccc1S2

Here are the natural (NBO) charges for atoms 1 to 2, given in e: -0.2736, -0.7517



9.
Molecular formula: C16H17BN15PmS2
Method: DFT, ωB97M-V with the def2-TZVPD basis set

The geometry in ORCA input format:
```
! wB97M-V def2-TZVPD RIJCOSX def2/J DEFGRID3
* xyz 0 5
Pm 0.709 -0.596 -0.222
B 2.679 2.086 0.598
N 1.759 1.701 1.813
C 1.517 2.399 2.928
C 0.759 1.619 3.792
C 0.583 0.420 3.101
N 1.189 0.468 1.916
N 1.804 2.452 -0.658
C 1.816 3.564 -1.394
C 0.997 3.384 -2.502
C 0.514 2.085 -2.366
N 1.004 1.530 -1.253
H 3.327 3.067 0.899
H 3.332 1.115 0.328
H 1.915 3.399 3.041
H 0.405 1.877 4.779
H 0.043 -0.469 3.395
H 2.413 4.411 -1.086
H 0.792 4.086 -3.297
H -0.163 1.532 -3.001
N 0.811 -2.282 -3.370
C 1.658 -2.087 -2.284
N 2.549 -1.097 -2.148
N 2.994 -1.202 -0.887
N 2.374 -2.203 -0.289
N 1.518 -2.777 -1.148
C -0.470 -1.735 -3.147
N -1.458 -1.747 -3.992
N -2.471 -1.111 -3.325
N -2.078 -0.735 -2.159
N -0.782 -1.133 -1.996
H 1.205 -2.052 -4.269
C -1.266 2.994 0.458
C -2.027 1.723 0.667
N -1.536 0.514 0.626
C -2.515 -0.441 0.855
C -3.750 0.051 1.072
S -3.709 1.750 0.967
C -2.178 -1.874 0.887
C -3.090 -2.867 0.895
S -2.306 -4.361 1.097
C -0.783 -3.602 1.108
N -0.854 -2.300 0.976
C 0.467 -4.408 1.290
H -0.211 2.832 0.647
H -1.628 3.771 1.132
H -1.382 3.345 -0.571
H -4.666 -0.486 1.287
H -4.165 -2.792 0.793
H 0.224 -5.432 1.564
H 1.077 -3.969 2.079
H 1.051 -4.416 0.374
*
```

Output
energy relative to the best compared isomer or geometry (same formula, charge and spin)	12.2	kcal per mole
molecular weight	639.36	u
frontier orbital gap (spin up / spin down)	0.3312 / 0.3321	Eh
HOMO level (spin up / spin down)	-8.97 / -8.98	eV
<S²>	6.00

Here are the natural (NBO) charges for atoms 1 to 2, given in e: 1.7344, 0.1513



10.
Molecular formula: C16H17BrF16N2O3
Method: DFT, ωB97M-V with the def2-TZVPD basis set

The geometry in ORCA input format:
```
! wB97M-V def2-TZVPD RIJCOSX def2/J DEFGRID3
* xyz 0 1
H -0.773 4.579 1.515
N -0.013 4.127 1.012
C 0.032 4.532 -0.191
C 1.070 4.027 -1.172
C 1.806 2.782 -0.701
N 1.356 1.584 -1.476
C 2.396 0.600 -1.346
O 2.315 -0.511 -1.792
C 3.557 1.234 -0.609
C 3.321 2.720 -0.912
Br 4.356 3.817 0.307
H -0.683 5.275 -0.561
H 0.547 3.828 -2.115
H 1.764 4.851 -1.380
H 1.658 2.582 0.362
H 1.397 1.817 -2.470
H 4.551 0.859 -0.837
H 3.341 1.080 0.457
H 3.587 2.936 -1.948
F 0.616 -2.582 -4.530
C 1.730 -2.738 -3.779
F 2.747 -2.118 -4.423
C 2.085 -4.217 -3.622
F 2.392 -4.758 -4.821
F 3.219 -4.225 -2.861
C 1.087 -5.119 -2.879
O 0.225 -5.930 -3.658
C -1.009 -5.521 -4.070
F -1.368 -4.340 -3.543
F -1.905 -6.440 -3.634
C -1.121 -5.516 -5.600
F -0.216 -4.683 -6.141
F -2.358 -5.088 -5.940
H 1.586 -2.256 -2.811
H 1.716 -5.840 -2.358
H 0.542 -4.563 -2.116
H -0.964 -6.525 -5.987
F -3.660 1.067 6.404
C -3.621 -0.064 5.675
F -3.385 -1.098 6.513
C -2.498 -0.015 4.634
F -1.301 0.033 5.251
F -2.584 -1.211 3.979
C -2.574 1.060 3.538
O -1.784 2.222 3.704
C -2.233 3.345 4.331
F -3.537 3.282 4.640
F -2.082 4.376 3.458
C -1.372 3.696 5.550
F -1.398 2.695 6.448
F -1.879 4.807 6.128
H -4.589 -0.218 5.190
H -2.142 0.579 2.662
H -3.607 1.302 3.288
H -0.343 3.881 5.238
*
```

Output
molecular weight	669.20	u
frontier orbital gap	0.3888	Eh
HOMO level	-10.17	eV
SMILES string	[H]/N=C/C[C@H]1NC(=O)C[C@@H]1Br.FC(F)C(F)(F)COC(F)(F)C(F)F.FC(F)C(F)(F)COC(F)(F)C(F)F

Here are the natural (NBO) charges for atoms 1 to 2, given in e: 0.3529, -0.6260



11.
Molecular formula: C16H17BrO2S
Method: DFT, ωB97M-V with the def2-TZVPD basis set

The geometry in ORCA input format:
```
! wB97M-V def2-TZVPD RIJCOSX def2/J DEFGRID3
* xyz 0 1
Br 0.248 2.645 1.250
C 1.249 2.115 -0.376
S 2.491 0.905 0.229
C 1.685 -0.287 1.326
C 1.587 0.016 2.687
C 1.030 -0.910 3.567
C 0.570 -2.141 3.094
C 0.654 -2.434 1.730
C 1.205 -1.504 0.840
O 2.927 0.192 -0.961
O 3.453 1.564 1.079
H 0.605 1.457 -0.972
H 1.947 0.971 3.054
H 0.966 -0.655 4.627
H 0.141 -2.864 3.791
H 0.299 -3.394 1.355
H 1.264 -1.721 -0.226
C 0.739 4.428 -1.278
C 1.771 3.286 -1.219
C 1.949 2.859 -2.698
C 3.103 3.811 -0.618
C 4.321 3.284 -1.056
C 5.525 3.870 -0.660
C 5.513 4.908 0.276
C 4.296 5.410 0.754
C 3.093 4.852 0.310
H 0.419 4.764 -0.288
H 1.183 5.272 -1.816
H -0.152 4.100 -1.823
H 2.795 2.188 -2.879
H 1.030 2.364 -3.032
H 2.066 3.768 -3.308
H 4.349 2.410 -1.707
H 6.456 3.473 -1.061
H 6.452 5.325 0.645
H 4.256 6.216 1.487
H 2.145 5.201 0.722
*
```

Output
energy relative to the best compared isomer or geometry (same formula, charge and spin)	0.0	kcal per mole
molecular weight	353.28	u
frontier orbital gap	0.3443	Eh
HOMO level	-8.90	eV

Here are the natural (NBO) charges for atoms 1 to 2, given in e: 0.0262, -0.4409